{
  "formula": "C9H17ClO2",
  "method": "wB97M-V/def2-TZVPD",
  "charge": 0,
  "e_homo_ev": -10.147,
  "e_lumo_ev": 0.58,
  "elements": ["H", "H", "C", "H", "C", "H", "H", "H", "C", "C", "H", "H", "H", "C", "C", "H", "O", "H", "H", "H", "H", "H", "Cl", "O", "H", "C", "C", "H", "C"],
  "positions_angstrom": [[0.35893, 2.43509, 2.71931], [0.65149, -2.51272, 0.63696], [0.62991, 1.60021, -0.96933], [-1.33483, 1.32212, -0.47165], [1.12448, 1.99133, 0.29163], [1.46542, 1.17168, -1.51797], [0.23114, 2.36686, -1.60375], [2.16702, -1.23155, 0.49529], [-2.50442, -0.67658, 1.32527], [0.19982, 2.45851, 1.35404], [-1.28386, -2.59309, 0.73450], [-0.09153, -0.36266, 1.30697], [2.00534, 2.89933, 0.31594], [-0.22851, -0.69863, 0.19332], [-1.53508, -1.67885, 0.32997], [1.89048, 1.19010, 0.64903], [1.02384, -1.75255, -1.61256], [-3.23705, -1.28494, 2.32825], [-0.73004, 0.41131, -1.82150], [-0.00690, 3.63576, 1.01553], [-1.97464, -1.81299, -0.78056], [-0.77857, 1.75767, 1.13907], [1.17730, -3.10435, -3.70768], [3.17783, -2.20280, -1.89064], [-3.17799, -0.12857, 0.54591], [2.03316, -2.33424, -2.23138], [-0.47489, 0.54454, -0.78872], [-1.81245, 0.02335, 2.06710], [1.03461, -1.43333, -0.05232]],
  "forces_ev_per_angstrom": [[0.142, -0.060, -4.716], [1.991, 2.494, -2.589], [-0.287, -2.030, -1.949], [1.182, -2.577, -0.172], [7.803, 2.436, 4.846], [0.121, -0.091, -0.278], [-0.341, 0.692, -0.181], [-3.373, 0.135, -2.379], [-0.609, -1.509, 1.770], [-4.007, 1.280, 2.069], [0.486, -1.849, 1.016], [-0.040, -0.125, -2.098], [-2.183, -2.123, -0.912], [-1.228, 1.446, 0.881], [-1.150, 5.568, -1.822], [-1.672, 0.765, -0.237], [-0.666, -0.034, 2.648], [2.068, 1.591, -3.715], [-0.465, -1.587, -0.389], [-0.153, -3.088, 1.420], [0.631, 0.243, 2.767], [1.925, 2.406, 1.315], [1.599, 0.414, 1.086], [-1.214, -1.460, -1.575], [1.063, -0.610, 2.148], [0.248, 1.436, 0.934], [-1.681, 2.379, 1.057], [-1.867, -1.571, -2.470], [1.677, -4.571, 1.526]],
  "mulliken_charge": [0.237, 0.252, -0.673, 0.385, -0.343, 0.252, 0.413, 0.255, -0.713, -0.630, 0.524, 0.252, 0.348, 0.764, -0.846, 0.062, -0.197, 0.296, 0.360, 0.254, 0.244, 0.022, -0.192, -0.464, 0.216, 0.577, -1.038, 0.217, -0.835]
}

=====

{
  "formula": "C39H53IrN9O5PS2",
  "method": "wB97M-V/def2-TZVPD",
  "charge": 1,
  "e_homo_ev": [-9.950, -9.947],
  "multiplicity": 2,
  "e_lumo_ev": [-2.85, -3.74],
  "elements": ["H", "H", "H", "C", "C", "C", "H", "C", "C", "H", "C", "H", "H", "O", "Ir", "H", "C", "C", "H", "H", "N", "N", "H", "H", "S", "C", "N", "H", "O", "H", "C", "H", "H", "N", "H", "H", "P", "C", "C", "H", "H", "H", "H", "S", "C", "O", "C", "C", "C", "H", "H", "C", "H", "H", "H", "O", "H", "C", "H", "H", "C", "C", "H", "C", "C", "H", "C", "H", "H", "N", "H", "O", "H", "N", "C", "H", "H", "C", "N", "H", "C", "C", "H", "C", "H", "H", "H", "C", "H", "H", "H", "H", "C", "C", "H", "H", "C", "C", "C", "C", "N", "C", "H", "H", "C", "C", "C", "H", "H", "N"],
  "positions_angstrom": [[-3.07612, -2.79760, -2.63404], [1.67893, 4.00026, 2.92335], [-1.35187, 1.77987, 3.02542], [4.49629, -2.92449, 0.25164], [-3.02906, 0.09450, 3.64686], [1.16279, -1.08026, -3.40631], [4.00740, 0.85784, -0.61842], [0.94933, -2.39036, 2.34951], [-3.96867, 0.89630, 4.25882], [-2.07467, -0.09563, 4.11889], [-1.43673, 0.24449, -1.65476], [1.41328, -2.16802, -6.26548], [2.07260, 1.67718, 3.91409], [-2.47106, 1.11275, -4.28556], [0.47233, -1.30737, -0.24175], [0.20995, 4.27773, 1.98230], [-5.18926, 1.12344, 3.62239], [-3.49646, 1.23856, -0.75323], [-3.28861, -5.45270, -2.70099], [4.30470, 2.60765, -0.61209], [-0.00128, -1.81312, 1.69106], [2.21109, -2.26627, 0.36158], [-1.72858, -1.73674, -2.56122], [5.38722, 1.53164, 0.25248], [2.43852, -2.26230, -3.48577], [2.18571, -2.64390, 1.65740], [-0.67925, -0.06562, -2.68696], [0.09945, 3.73929, 3.64796], [-1.13170, -0.07506, -0.45809], [-4.71537, 2.27465, -4.25866], [3.35947, -2.36810, -0.30268], [0.38654, 1.38240, 4.30658], [-4.03760, -1.33803, 0.33264], [-0.36154, -3.24114, -0.87223], [3.16306, 4.28749, -0.52375], [3.74994, -0.77890, -4.84485], [1.70112, 1.78132, 0.82360], [-5.46262, 0.54982, 2.39881], [3.99712, 3.04959, 2.06736], [-5.93373, 1.75373, 4.09215], [5.32711, -3.81790, 2.02321], [-1.67649, -5.53654, 0.70025], [-1.33697, 2.42362, 1.39209], [0.78830, -0.28681, -4.92184], [1.37769, 3.00577, -0.57160], [0.94479, -4.67669, 0.41488], [1.13129, 1.31003, 3.51188], [-3.27789, -0.50175, 2.40587], [3.53204, 1.81286, 1.29011], [5.39415, -2.99764, -0.34486], [-0.32257, 3.77321, -1.62170], [-4.51736, -0.27243, 1.78267], [-6.40501, 0.71376, 1.89333], [0.78764, -2.66689, 3.38258], [4.95486, 0.38708, 2.03349], [-2.51387, -1.85976, 0.61710], [1.39257, 2.95778, -2.71682], [-5.14394, 2.25827, -2.14973], [-0.50585, 3.90431, 0.11786], [5.08241, 2.98782, 2.18230], [-1.57180, -3.44646, -1.45775], [-0.07028, -4.41187, -0.18008], [3.36667, -1.98562, -1.30826], [-2.25419, -1.33410, 1.72282], [-0.13437, 3.26061, -0.67618], [-6.09635, 2.75957, -2.26468], [4.34163, 1.70251, -0.01157], [3.65170, 0.67714, 3.17123], [-4.16914, -4.34167, -1.61445], [0.45210, -0.84835, -2.35321], [1.71857, 5.01521, -1.20480], [-4.83402, -0.81366, 0.59251], [2.22929, -0.67640, -6.77680], [-2.14376, -4.60460, -1.14008], [3.88040, 0.56408, 2.11586], [3.57418, 3.08361, 3.06989], [-3.14564, 0.91126, 0.21749], [0.63315, 2.15154, 2.32731], [-2.11772, -2.65009, -2.36703], [-3.71724, -5.93751, -1.05072], [-3.39208, -5.10586, -1.67031], [-4.38307, 1.99278, -3.26880], [-3.76343, 1.34237, 5.22240], [-2.69891, 0.96446, -1.87360], [1.86044, 4.83908, 0.53747], [3.21263, -3.50151, 3.31879], [3.71386, -2.44037, -5.47915], [-1.25481, -5.35345, -0.29032], [-0.91391, 0.73440, 1.68025], [1.38702, 1.35088, -1.99938], [3.77691, 3.98849, 1.56464], [2.87540, 2.30488, -2.03479], [-3.15360, 1.34544, -3.14839], [0.67468, 3.63297, 2.72495], [-1.62730, 0.67635, -4.05504], [-0.70785, 2.33607, -0.67622], [2.08295, 4.35619, -0.41304], [1.79847, 2.35427, -1.90209], [3.11497, -1.64020, -5.04683], [3.28839, -3.20751, 2.28137], [1.37770, 0.31825, 0.27921], [-0.82559, 1.74602, 2.06875], [-5.31231, 2.07968, -0.00707], [-0.95081, -6.30185, -0.73637], [1.93267, -1.27603, -5.91745], [-4.70558, 1.88234, -0.87983], [4.45568, -3.37226, 1.56301], [3.36695, -0.31438, 1.73762], [1.23731, 0.25498, 3.25374], [-1.08550, -1.43468, 2.37590]],
  "forces_ev_per_angstrom": [[0.016, -0.010, -0.022], [0.021, 0.005, 0.003], [0.096, 0.094, -0.103], [0.008, -0.017, 0.012], [-0.149, -0.131, 0.070], [-0.150, -0.151, -0.032], [0.000, -0.006, -0.001], [-0.087, -0.134, -0.021], [0.008, -0.015, 0.000], [-0.027, -0.043, 0.011], [0.256, 0.207, 0.088], [0.010, 0.005, -0.024], [0.018, 0.007, 0.003], [0.111, -0.008, -0.027], [-0.137, -0.378, -0.576], [-0.005, -0.007, -0.004], [0.003, 0.024, -0.012], [0.136, 0.133, -0.117], [0.001, 0.011, 0.002], [0.002, -0.008, 0.000], [0.006, 0.167, 0.003], [0.095, 0.139, 0.017], [0.062, -0.016, -0.056], [-0.001, 0.002, 0.000], [-0.001, -0.009, 0.008], [-0.025, 0.042, -0.004], [0.042, -0.048, -0.098], [-0.005, -0.004, 0.000], [-0.045, -0.327, -0.309], [0.004, 0.002, -0.003], [0.043, 0.038, 0.032], [-0.002, 0.005, 0.004], [0.057, -0.089, -0.063], [-0.200, 0.419, 0.231], [0.001, -0.003, 0.011], [0.003, 0.001, -0.016], [-0.019, 0.188, -0.115], [0.007, 0.039, -0.001], [0.005, -0.004, -0.003], [0.000, -0.003, 0.002], [-0.002, -0.005, 0.000], [-0.002, -0.006, -0.005], [-0.021, 0.024, -0.011], [-0.048, -0.028, 0.043], [-0.020, -0.037, -0.028], [-0.074, -0.019, -0.042], [0.016, -0.040, -0.022], [-0.025, -0.106, 0.077], [-0.003, 0.041, -0.014], [0.003, 0.002, 0.005], [0.000, -0.001, -0.007], [-0.127, -0.211, 0.027], [-0.023, -0.027, 0.017], [0.022, 0.016, 0.015], [0.002, 0.010, 0.015], [-0.150, -0.555, 0.310], [0.012, 0.013, 0.002], [0.029, -0.009, 0.112], [-0.008, -0.011, 0.011], [-0.003, -0.003, -0.002], [0.042, 0.107, -0.124], [0.105, -0.083, 0.035], [-0.006, -0.010, 0.043], [-0.149, -0.033, -0.338], [0.018, -0.036, 0.027], [-0.003, 0.006, -0.001], [0.000, -0.013, -0.006], [-0.025, -0.009, 0.002], [0.009, -0.008, 0.006], [0.045, 0.350, 0.172], [0.008, 0.000, -0.007], [-0.185, -0.153, 0.325], [0.007, 0.019, 0.015], [-0.023, -0.041, 0.025], [-0.005, -0.006, 0.019], [-0.011, 0.000, 0.007], [0.067, 0.201, -0.165], [-0.021, -0.003, -0.035], [-0.080, 0.043, 0.143], [0.008, -0.014, -0.013], [-0.054, 0.016, 0.008], [0.066, -0.033, -0.045], [-0.003, 0.000, 0.005], [-0.028, 0.015, 0.026], [-0.011, 0.006, 0.004], [0.003, -0.012, -0.003], [-0.002, 0.000, -0.003], [0.001, -0.029, 0.049], [0.090, 0.280, 0.103], [0.014, 0.048, -0.002], [-0.007, 0.003, -0.004], [0.001, -0.011, 0.005], [-0.082, 0.058, 0.019], [0.019, -0.009, -0.001], [-0.039, -0.022, -0.003], [0.039, 0.091, 0.021], [-0.010, 0.003, -0.001], [0.002, 0.006, 0.000], [-0.001, 0.001, 0.021], [-0.022, 0.005, -0.004], [0.162, 0.008, 0.366], [0.104, 0.095, -0.081], [0.013, -0.018, -0.001], [0.001, 0.004, 0.005], [-0.009, -0.029, 0.000], [0.020, 0.125, -0.123], [0.013, 0.033, -0.010], [-0.020, -0.101, -0.048], [-0.015, 0.006, 0.012], [0.221, -0.017, 0.168]],
  "mulliken_charge": [0.289, 0.285, 0.983, -0.947, -0.341, -0.831, 0.211, -0.792, -0.707, 0.568, -0.274, 0.306, 0.450, -0.768, 2.228, 0.340, -0.535, 0.223, 0.336, 0.267, 0.678, 1.049, -0.058, 0.673, -0.024, 0.939, -0.053, 0.517, -0.018, 0.492, -0.219, 0.582, 0.333, 0.440, 0.357, 0.292, -0.225, -0.655, -1.924, 0.410, 0.455, 0.349, 0.256, 0.010, 2.513, -0.625, -1.779, 0.449, 2.472, 0.525, 0.762, 0.122, 0.578, 0.475, 0.622, -0.360, 0.556, -0.652, 0.324, 0.528, -0.093, -0.008, -0.130, 0.118, -1.090, 0.410, -1.885, 0.280, 0.398, 1.192, 0.537, -0.728, 0.439, 0.215, -2.029, 0.347, -0.134, 1.885, -0.126, 0.362, -1.125, -0.791, 0.451, -0.434, 0.330, 0.593, 0.438, -0.480, -0.344, 0.619, 0.281, 0.338, 0.581, -1.926, 0.403, -0.543, -2.134, -2.405, -0.595, -0.958, 0.268, -1.511, 0.554, 0.417, -0.683, -0.875, -0.930, 0.591, 0.122, -1.667]
}

=====

{
  "formula": "C24H43LaN2P3SSe",
  "method": "wB97M-V/def2-TZVPD",
  "charge": 3,
  "e_homo_ev": [-16.810, -16.252],
  "e_lumo_ev": [-10.01, -11.34],
  "elements": ["H", "H", "La", "H", "H", "C", "Se", "H", "H", "P", "C", "C", "H", "H", "C", "H", "H", "H", "C", "C", "C", "C", "H", "C", "N", "H", "C", "H", "C", "C", "H", "H", "H", "H", "H", "H", "C", "H", "H", "C", "P", "H", "C", "S", "H", "C", "H", "H", "H", "H", "H", "H", "C", "H", "C", "H", "H", "H", "H", "H", "C", "C", "C", "H", "H", "C", "H", "P", "N", "C", "H", "H", "H", "C", "H"],
  "positions_angstrom": [[-3.61988, 2.08049, 1.76129], [-6.04868, 1.11433, -4.70825], [-0.90336, -0.28767, 0.30588], [3.23375, 1.79302, 0.81787], [-1.43544, -3.10489, 2.56705], [1.52645, -3.37299, -0.51018], [-2.83279, 0.87677, -1.24067], [3.21065, -0.66169, -3.39163], [-2.16743, 2.50712, 4.61694], [2.00078, -0.02070, 1.94824], [1.56420, -4.64163, 0.02233], [2.40524, -2.93566, -1.48662], [-0.97158, 4.53344, -0.70392], [3.11372, -2.18374, 1.64947], [3.37241, 0.71411, 0.96711], [-2.39535, -0.72375, -6.11270], [-1.50106, -0.74800, -3.77904], [4.11839, -3.51936, -2.65385], [2.53977, 0.20553, -3.46262], [2.17563, 0.96713, 3.48839], [2.48481, -5.56569, -0.45755], [-3.62201, 1.18210, 2.39427], [-0.27515, -2.00043, 2.85979], [-3.28433, 0.25684, -3.00779], [-0.80802, -2.44784, 2.09466], [4.14728, -5.85821, -1.79778], [2.88148, -1.53373, 2.50156], [2.47087, -6.58124, -0.04505], [0.96356, 3.76210, 1.33297], [3.36929, -3.84028, -1.91396], [-4.65106, 0.21949, -6.58350], [2.03565, 3.55745, 1.44575], [-0.45511, 2.30100, 4.14956], [-4.04268, 0.35468, 1.80348], [-1.95566, 3.70695, 0.56792], [1.09071, -0.79194, -4.67267], [0.08702, -3.19709, 1.28508], [2.00913, 2.03467, 3.29382], [1.07840, 2.04333, -2.05031], [-1.29355, 3.56671, -0.29682], [0.17911, 2.57118, 0.17265], [4.33288, 0.54749, 1.47800], [1.37496, 0.12843, -4.13902], [0.46318, -4.82875, 1.42100], [0.84131, 4.78589, 0.94711], [3.39334, -5.14298, -1.42347], [2.33365, -1.90654, -1.87006], [3.82544, -1.24433, 2.99007], [2.27360, 2.89629, -1.04253], [3.18113, 0.83418, 3.91435], [2.27787, -2.10456, 3.21999], [0.92435, 3.80577, -1.78650], [-4.59794, 0.68806, -3.23882], [1.43521, 0.62617, 4.22482], [-2.49634, -0.33989, -4.00565], [-1.39597, -0.43313, 4.99837], [3.41186, 0.22952, -0.01829], [0.48784, 3.70546, 2.32055], [0.70827, 0.97502, -4.24632], [-2.73159, -1.21353, 4.10362], [-5.06886, 0.70275, -4.53770], [-4.26770, 0.19382, -5.57073], [1.21199, 2.85286, -1.31971], [-4.24827, 1.35172, 3.28072], [-5.18502, 1.08308, -2.40615], [-2.99875, -0.33027, -5.30585], [2.87758, 1.11543, -2.99426], [-1.90807, 0.76649, 2.92818], [0.63679, -2.54460, 0.23463], [-2.30109, -0.24895, 4.40299], [-1.87373, 3.01736, -1.07323], [-3.03259, 0.28075, 5.03175], [-1.57238, 3.18853, 3.07524], [-1.48466, 2.34161, 3.76880], [-0.62344, -2.11106, -0.53310]],
  "forces_ev_per_angstrom": [[-0.049, -0.193, 0.181], [-0.162, -0.051, -0.326], [2.562, 0.247, 2.417], [0.030, -0.315, 0.051], [-0.175, 0.359, -0.127], [-0.954, 1.152, 1.259], [-1.337, -0.493, -2.685], [-0.255, 0.477, -0.189], [0.172, -0.108, -0.334], [0.813, 0.293, 0.352], [0.114, -0.984, 0.316], [0.187, 0.264, -0.274], [-0.157, -0.156, 0.224], [-0.041, 0.101, 0.138], [-0.074, -0.009, -0.389], [-0.049, -0.057, 0.001], [-0.518, 0.298, -0.173], [-0.446, -0.255, 0.391], [-0.936, -0.691, -0.591], [-0.328, 0.073, 0.120], [-0.091, -0.574, 0.255], [0.020, -0.190, -0.360], [-0.190, -0.094, -0.391], [0.069, 0.477, 2.103], [0.264, -0.575, 0.445], [-0.516, 0.516, 0.274], [-0.140, -0.326, -0.012], [0.297, 0.387, -0.331], [0.025, -0.144, 0.388], [0.086, 0.655, -0.584], [0.105, -0.057, -0.008], [-0.285, 0.046, -0.010], [-0.273, 0.082, -0.045], [-0.118, 0.215, 0.215], [0.120, 0.117, -0.195], [0.156, 0.450, 0.333], [0.795, 0.877, -1.516], [0.022, -0.287, 0.072], [0.030, 0.281, 0.136], [-0.434, -0.353, -0.313], [0.073, 1.357, -0.500], [-0.325, 0.080, -0.118], [0.972, -0.495, 0.406], [0.772, -0.155, -0.647], [0.038, -0.369, 0.024], [0.232, -0.918, 0.105], [0.132, -0.621, 0.217], [-0.351, -0.116, -0.148], [-0.269, -0.049, -0.101], [-0.297, 0.060, -0.168], [0.170, 0.068, -0.083], [0.154, -0.255, 0.150], [-0.780, 0.478, -0.991], [0.214, 0.126, -0.051], [0.443, 0.065, -0.609], [-0.225, 0.021, -0.107], [0.095, 0.146, 0.172], [0.185, 0.082, -0.250], [0.058, 0.104, -0.021], [0.052, 0.188, 0.139], [0.088, -0.214, 0.506], [-0.549, 0.399, 0.189], [0.089, -0.224, -0.233], [0.111, 0.002, -0.298], [0.098, -0.132, -0.472], [0.651, -0.316, 0.914], [0.047, 0.152, 0.030], [-1.081, 0.844, 1.176], [-0.825, -0.167, 0.659], [0.238, -0.459, -0.021], [0.522, 0.813, 0.480], [0.255, -0.139, -0.237], [0.017, -0.218, 0.184], [0.441, 0.128, -0.084], [0.214, -1.722, -1.032]],
  "mulliken_charge": [0.315, 0.430, 1.090, 0.238, 0.337, -0.700, -0.119, 0.334, 0.521, 0.606, 0.807, 0.274, 0.515, 0.318, -1.131, 0.428, 0.322, 0.420, -0.640, -1.321, -0.493, -1.350, 0.239, 0.913, -0.374, 0.401, -1.331, 0.417, -1.382, -0.441, 0.426, 0.459, 0.321, 0.395, 0.298, 0.278, 0.188, 0.296, -0.257, -1.289, 0.504, 0.517, -0.553, -0.132, 0.482, -0.645, -0.271, 0.537, 0.493, 0.520, 0.385, 0.496, -0.571, 0.343, -0.237, 0.381, 0.201, 0.239, 0.367, 0.365, -0.617, -0.461, -0.899, 0.459, 0.394, -0.517, 0.420, 0.688, 0.641, -1.341, 0.318, 0.506, 0.325, -1.226, 0.131]
}

=====

Number 1: calculated total energy -963.515327 hartree. Number 2: calculated total energy -3628.878444 hartree. Number 3: calculated total energy -4904.061086 hartree.